DFT (wB97M-V/def2-TZVPD) results for a structure of composition C14H35MoP3.

## Properties
* E_tot: -1646.126079 Eh
* 2S+1: 1
* HOMO energy: -0.5431 hartree
* total charge: +2

```
53
Properties=species:S:1:pos:R:3:lowdin_charge:R:1
Mo 0.26322 0.51951 0.26581 0.74
C -0.91274 -2.12373 -1.86339 -0.22
P -0.40874 -1.77117 -0.15617 0.75
C -1.68787 -2.61617 0.81115 -0.23
C 1.09911 -2.79813 0.06224 -0.38
C 2.24415 -2.23912 -0.78865 -0.38
P 2.49555 -0.46646 -0.41743 0.77
C 3.60125 -0.44406 1.02815 -0.23
C 3.44878 0.24156 -1.78061 -0.23
H -0.92381 -3.20104 -2.03646 0.07
H -0.24570 -1.64932 -2.58219 0.04
H -1.91768 -1.73289 -2.02103 0.05
H -1.77148 -3.65660 0.49347 0.07
H -2.64858 -2.12753 0.64429 0.06
H -1.46235 -2.59469 1.87614 0.03
H 0.87292 -3.82973 -0.21579 0.10
H 1.36666 -2.80816 1.12315 0.08
H 2.00886 -2.32485 -1.85230 0.09
H 3.17380 -2.78707 -0.62342 0.11
H 4.53820 -0.94803 0.78571 0.07
H 3.14170 -0.96220 1.87129 0.04
H 3.82496 0.58199 1.32187 0.06
H 4.36214 -0.33608 -1.92955 0.07
H 3.71403 1.27363 -1.55250 0.06
H 2.86259 0.22541 -2.69925 0.05
C 0.27983 -0.69753 3.70104 -0.23
P -0.46314 0.58689 2.65583 0.71
C 0.00015 2.13729 3.47644 -0.24
C -2.25430 0.45798 2.89370 -0.23
H -0.10495 -0.60232 4.71774 0.07
H 1.36266 -0.57000 3.73469 0.05
H 0.05163 -1.69593 3.33236 0.03
H -0.32884 2.12256 4.51678 0.07
H -0.46756 2.98350 2.97267 0.06
H 1.08213 2.27370 3.45820 0.05
H -2.48451 0.49546 3.95955 0.07
H -2.63262 -0.47451 2.47933 0.03
H -2.75375 1.29342 2.40221 0.06
C -2.63229 1.20120 -2.66263 -0.03
C -1.38076 1.88328 -2.09368 -0.65
C -0.20261 1.73266 -3.06538 -0.04
C -1.67021 3.37103 -1.83627 -0.04
C -0.99788 1.26277 -0.79130 -0.25
H -2.96131 1.75128 -3.54460 0.10
H -3.45286 1.20126 -1.94395 0.10
H -2.42742 0.17495 -2.96802 0.07
H -0.50307 2.05866 -4.06068 0.10
H 0.11052 0.68876 -3.14707 0.07
H 0.64768 2.34265 -2.75266 0.09
H -1.89043 3.86196 -2.78464 0.10
H -0.81393 3.87564 -1.38657 0.09
H -2.53614 3.49797 -1.18500 0.09
H -1.61501 1.36038 0.15736 0.07
```

---

DFT (wB97M-V/def2-TZVPD) results for the molecule C4H8O2.

## Properties
* SMILES: CO[C@H]1O[C@@H]1C
* E_tot: -307.583293 Eh
* 2S+1: 1
* HOMO energy: -0.3419 hartree
* total charge: 0

```
14
Properties=species:S:1:pos:R:3:lowdin_charge:R:1
C 2.11537 0.37428 -0.47643 -0.10
O 1.36211 -0.21900 0.55262 -0.11
C 0.13490 0.35360 0.84932 -0.51
O -0.26224 1.60505 0.47985 0.01
C -0.86818 0.13738 -0.14658 -0.08
C -2.05602 -0.76988 0.08564 -0.04
H 3.14397 0.36813 -0.11377 0.09
H 2.06745 -0.18390 -1.42582 0.09
H 1.78477 1.40293 -0.64278 0.09
H -0.10951 0.13835 1.89618 0.17
H -0.57199 0.28605 -1.17478 0.13
H -2.14479 -1.48065 -0.75596 0.09
H -1.94272 -1.37228 0.99771 0.08
H -2.97932 -0.20731 0.13356 0.08
```

---

DFT (wB97M-V/def2-TZVPD) results for a cluster of 15 separate species, C31H49BCl28FN4O4 in total.

## Properties
* E_tot: -14739.729928 Eh
* 2S+1: 1
* HOMO energy: -0.3804 hartree
* total charge: +1

```
118
Properties=species:S:1:pos:R:3:lowdin_charge:R:1
C 2.07085 -3.40664 4.40693 -0.04
B 1.89011 -2.08506 3.44005 -0.29
O 2.98365 -1.05593 3.48811 0.01
C 0.64646 -1.81223 2.39628 0.07
N -0.17301 -2.83639 1.58308 0.11
C -1.23658 -2.20829 0.66634 0.03
C -2.28342 -2.90164 -0.38762 -0.17
C -3.76820 -3.23472 0.22234 -0.18
C -3.79259 -4.35069 1.42425 -0.13
C -3.94641 -3.84907 3.01030 -0.02
C -4.01855 -5.02134 4.20092 -0.07
C -3.95509 -6.63830 3.79057 -0.06
C -3.77357 -7.16245 2.21889 -0.14
C -3.70623 -5.98225 1.06686 -0.17
C -1.01672 -0.58167 0.98696 0.03
C -1.80056 0.71678 0.31748 -0.12
C -2.59833 1.64133 1.45293 -0.10
C -4.23701 1.43792 1.41312 -0.29
N -5.26050 2.55578 1.60185 0.04
O -4.76789 0.19467 1.24563 -0.09
N 0.11208 -0.41610 2.02230 0.06
C 0.57440 0.93936 2.52158 -0.22
O 0.09491 1.51002 3.65713 0.04
N 1.57664 1.72760 1.70535 0.14
C 2.19707 0.91050 0.59265 -0.16
O 1.59824 0.80922 -0.62072 0.00
F 3.51259 0.19575 0.71352 0.02
H 3.21993 -3.43809 4.72187 0.10
H 1.46104 -3.32751 5.40751 0.10
H 1.88661 -4.44161 3.84475 0.03
H 2.70833 -0.40431 4.19765 0.12
H -0.06420 -3.88615 1.57643 0.01
H -2.45295 -2.10324 -1.25887 -0.03
H -1.83096 -3.85423 -0.94299 0.10
H -4.39708 -3.70492 -0.67694 0.14
H -4.37342 -2.30551 0.59748 0.11
H -4.00243 -2.69058 3.25093 0.09
H -4.11778 -4.65994 5.32668 0.08
H -4.04335 -7.45244 4.65901 0.09
H -3.74149 -8.32278 1.98319 0.05
H -3.59635 -6.33162 -0.04473 -0.07
H -0.93972 1.38288 -0.16706 0.04
H -2.55710 0.42069 -0.52642 0.11
H -2.26878 2.78750 1.40735 0.11
H -2.24894 1.19185 2.50160 0.12
H -5.89896 2.45639 0.76929 -0.01
H -5.83254 2.23056 2.43290 0.10
H 1.08061 2.51738 1.21913 0.06
C 4.42387 4.05387 3.05653 -1.06
Cl 3.40865 4.66637 1.74538 0.49
Cl 5.13146 5.38065 3.98603 0.51
H 3.81294 3.43933 3.72216 0.03
H 5.22825 3.44910 2.63082 -0.09
C 0.22387 -7.04613 0.80370 -0.97
Cl -0.79135 -6.43363 -0.50745 0.54
Cl 0.93146 -5.71935 1.73320 0.62
H -0.38706 -7.66067 1.46933 0.04
H 1.02825 -7.65090 0.37799 0.01
C 4.32803 8.88971 2.73081 -1.03
Cl 3.91065 9.61185 1.17221 0.50
Cl 5.72855 9.69386 3.44977 0.52
H 3.47571 8.98692 3.40760 0.03
H 4.56224 7.83284 2.58190 -0.03
C 8.13699 2.47393 2.62712 -0.96
Cl 7.60589 3.41375 1.22727 0.51
Cl 6.83710 2.31080 3.81401 0.56
H 8.44072 1.47888 2.29311 0.03
H 8.98448 2.98068 3.09506 0.04
C 4.03378 7.52059 -2.58965 -1.01
Cl 5.32261 8.72165 -2.44370 0.53
Cl 3.65068 6.80468 -1.01938 0.47
H 3.13900 8.00546 -2.98741 -0.07
H 4.35912 6.73065 -3.27094 0.04
C -0.20137 8.20551 0.35090 -1.00
Cl 0.65410 6.69950 0.70448 0.45
Cl 0.32220 8.88681 -1.19401 0.50
H -1.27414 8.00300 0.30513 0.03
H 0.00439 8.92658 1.14571 0.03
C 0.64728 3.57694 -1.90215 -0.97
Cl -0.28200 3.66864 -0.40116 0.58
Cl -0.39291 3.82246 -3.31025 0.54
H 1.41894 4.35047 -1.89066 0.02
H 1.11388 2.59135 -1.97204 0.01
C -6.13852 1.63418 -2.54681 -0.99
Cl -4.62922 2.48385 -2.19325 0.51
Cl -7.11514 1.43795 -1.08642 0.56
H -6.70754 2.21012 -3.28061 0.04
H -5.90440 0.64737 -2.95350 0.03
C 0.59722 -9.38984 -3.22616 -0.98
Cl -0.31800 -8.23139 -4.19843 0.54
Cl -0.00087 -9.43737 -1.56332 0.52
H 0.49675 -10.38372 -3.66894 0.04
H 1.64919 -9.09440 -3.21757 0.04
C -1.47919 -1.22954 -4.31714 -0.98
Cl -2.01029 -0.28972 -5.71699 0.53
Cl -2.77907 -1.39267 -3.13025 0.60
H -1.17545 -2.22459 -4.65115 0.04
H -0.63170 -0.72279 -3.84920 0.03
C 1.09493 9.32378 -5.56350 -1.00
Cl 1.15501 8.01823 -4.37318 0.52
Cl 0.89940 10.89422 -4.77578 0.52
H 2.02560 9.32634 -6.13602 0.03
H 0.24936 9.15466 -6.23463 0.03
C -2.56181 -9.69585 -6.84234 -1.05
Cl -2.18011 -8.86141 -8.35328 0.50
Cl -2.31486 -11.43930 -6.99863 0.50
H -1.91213 -9.31402 -6.05109 -0.05
H -3.60679 -9.50617 -6.58535 0.03
C 6.96209 7.35912 0.61030 -1.04
Cl 7.43452 6.29716 1.94221 0.46
Cl 8.14302 7.29538 -0.70361 0.51
H 5.98866 7.04071 0.22951 -0.04
H 6.89601 8.38533 0.97979 0.01
C -4.89230 -9.36846 -1.15205 -0.94
Cl -5.90752 -8.75596 -2.46320 0.52
Cl -4.18472 -8.04167 -0.22255 0.67
H -5.50323 -9.98299 -0.48642 0.04
H -4.08792 -9.97323 -1.57775 0.03
```

---

What did the first record say?
DFT (wB97M-V/def2-TZVPD) results for a structure of composition C14H35MoP3.

## Properties
* E_tot: -1646.126079 Eh
* 2S+1: 1
* HOMO energy: -0.5431 hartree
* total charge: +2

```
53
Properties=species:S:1:pos:R:3:lowdin_charge:R:1
Mo 0.26322 0.51951 0.26581 0.74
C -0.91274 -2.12373 -1.86339 -0.22
P -0.40874 -1.77117 -0.15617 0.75
C -1.68787 -2.61617 0.81115 -0.23
C 1.09911 -2.79813 0.06224 -0.38
C 2.24415 -2.23912 -0.78865 -0.38
P 2.49555 -0.46646 -0.41743 0.77
C 3.60125 -0.44406 1.02815 -0.23
C 3.44878 0.24156 -1.78061 -0.23
H -0.92381 -3.20104 -2.03646 0.07
H -0.24570 -1.64932 -2.58219 0.04
H -1.91768 -1.73289 -2.02103 0.05
H -1.77148 -3.65660 0.49347 0.07
H -2.64858 -2.12753 0.64429 0.06
H -1.46235 -2.59469 1.87614 0.03
H 0.87292 -3.82973 -0.21579 0.10
H 1.36666 -2.80816 1.12315 0.08
H 2.00886 -2.32485 -1.85230 0.09
H 3.17380 -2.78707 -0.62342 0.11
H 4.53820 -0.94803 0.78571 0.07
H 3.14170 -0.96220 1.87129 0.04
H 3.82496 0.58199 1.32187 0.06
H 4.36214 -0.33608 -1.92955 0.07
H 3.71403 1.27363 -1.55250 0.06
H 2.86259 0.22541 -2.69925 0.05
C 0.27983 -0.69753 3.70104 -0.23
P -0.46314 0.58689 2.65583 0.71
C 0.00015 2.13729 3.47644 -0.24
C -2.25430 0.45798 2.89370 -0.23
H -0.10495 -0.60232 4.71774 0.07
H 1.36266 -0.57000 3.73469 0.05
H 0.05163 -1.69593 3.33236 0.03
H -0.32884 2.12256 4.51678 0.07
H -0.46756 2.98350 2.97267 0.06
H 1.08213 2.27370 3.45820 0.05
H -2.48451 0.49546 3.95955 0.07
H -2.63262 -0.47451 2.47933 0.03
H -2.75375 1.29342 2.40221 0.06
C -2.63229 1.20120 -2.66263 -0.03
C -1.38076 1.88328 -2.09368 -0.65
C -0.20261 1.73266 -3.06538 -0.04
C -1.67021 3.37103 -1.83627 -0.04
C -0.99788 1.26277 -0.79130 -0.25
H -2.96131 1.75128 -3.54460 0.10
H -3.45286 1.20126 -1.94395 0.10
H -2.42742 0.17495 -2.96802 0.07
H -0.50307 2.05866 -4.06068 0.10
H 0.11052 0.68876 -3.14707 0.07
H 0.64768 2.34265 -2.75266 0.09
H -1.89043 3.86196 -2.78464 0.10
H -0.81393 3.87564 -1.38657 0.09
H -2.53614 3.49797 -1.18500 0.09
H -1.61501 1.36038 0.15736 0.07
```